{"formula": "C14H13F6InN6O2S2Sb", "method": "the ωB97M-V functional and the def2-TZVPD basis", "total_charge": 0, "e_homo_ev": [-8.36, -8.36], "relative_energy_kj_mol": 25.7, "s_squared": 0.8226, "spin_multiplicity": 2, "homo_lumo_gap_ev": [7.38, 5.02], "species": ["In", "N", "C", "S", "N", "N", "C", "C", "C", "C", "C", "C", "C", "O", "H", "H", "H", "H", "H", "H", "H", "F", "Sb", "F", "F", "F", "F", "F", "C", "S", "C", "O", "H", "H", "H", "H", "H", "H", "N", "C", "C", "C", "N", "C", "N"], "positions_angstrom": [[0.01145, 0.72461, -0.65458], [-2.88734, 3.97366, -1.41359], [-1.88152, 3.18539, -1.03799], [-1.12530, 2.21424, -2.25277], [-1.57350, 3.28964, 0.26953], [-0.60471, 2.49226, 0.67748], [-0.31184, 2.58546, 1.96137], [0.68089, 1.84114, 2.62151], [0.75350, 1.97028, 4.03245], [1.68185, 1.29348, 4.75864], [2.63584, 0.44623, 4.10544], [2.62688, 0.29507, 2.76386], [1.65307, 0.96939, 1.95136], [1.70598, 0.80120, 0.70471], [-3.19333, 3.98129, -2.36900], [-3.32831, 4.56952, -0.73119], [-0.89628, 3.28701, 2.54922], [0.03465, 2.61036, 4.52991], [1.69785, 1.39250, 5.83608], [3.37098, -0.08065, 4.70043], [3.33154, -0.34548, 2.25030], [1.66206, -0.80801, -1.28532], [2.72254, 0.10185, -2.60669], [2.27332, 1.70169, -1.69046], [2.82801, -1.48513, -3.58738], [3.55260, 1.09500, -3.94903], [0.99354, 0.37880, -3.38318], [4.25774, -0.19603, -1.60384], [-1.84565, -3.29466, -2.33338], [-0.57720, -2.07759, -2.56435], [-0.94849, -1.66939, -4.25638], [-1.08510, -0.87406, -1.75572], [-2.80484, -2.84543, -2.59170], [-1.84511, -3.59249, -1.28997], [-1.62042, -4.15359, -2.96721], [-2.00802, -1.42409, -4.33682], [-0.68722, -2.53078, -4.87387], [-0.32562, -0.81627, -4.52353], [-0.80279, -0.42853, 1.04702], [-1.00764, -1.48038, 1.50567], [-1.26733, -2.71914, 2.05425], [-0.39849, -3.25148, 3.05323], [0.31100, -3.67923, 3.85682], [-2.41816, -3.43493, 1.60805], [-3.34108, -4.01274, 1.22065]]}

---

{"formula": "C22H30B2Cl36F7N2O2", "method": "the ωB97M-V functional and the def2-TZVPD basis", "total_charge": -1, "e_homo_ev": -6.06, "spin_multiplicity": 1, "homo_lumo_gap_ev": 7.50, "species": ["C", "C", "O", "N", "C", "C", "C", "C", "C", "B", "B", "N", "O", "C", "F", "F", "C", "F", "F", "C", "F", "F", "F", "H", "H", "H", "H", "H", "H", "H", "H", "H", "H", "H", "H", "H", "H", "H", "H", "H", "H", "C", "Cl", "Cl", "Cl", "H", "C", "Cl", "Cl", "Cl", "H", "C", "Cl", "Cl", "Cl", "H", "C", "Cl", "Cl", "Cl", "H", "C", "Cl", "Cl", "Cl", "H", "C", "Cl", "Cl", "Cl", "H", "C", "Cl", "Cl", "Cl", "H", "C", "Cl", "Cl", "Cl", "H", "C", "Cl", "Cl", "Cl", "H", "C", "Cl", "Cl", "Cl", "H", "C", "Cl", "Cl", "Cl", "H", "C", "Cl", "Cl", "Cl", "H"], "positions_angstrom": [[5.99848, 1.83273, 2.79258], [7.30683, 1.16896, 3.52432], [8.23055, 2.04403, 4.00962], [7.56819, -0.30392, 3.74927], [9.08028, -0.44353, 4.02212], [7.32708, -1.14274, 2.51380], [6.63533, -2.57337, 2.98147], [5.26238, -2.93488, 2.09979], [4.14108, -1.74660, 2.23372], [2.68727, -2.10359, 1.50222], [2.86265, -2.62116, -0.07438], [3.26586, -4.02366, -0.49768], [2.64874, -1.60601, -1.16209], [1.70922, -3.07368, 2.41280], [1.01806, -4.08985, 1.53390], [2.52166, -3.90714, 3.37657], [0.60988, -2.27546, 3.32949], [1.20230, -1.42151, 4.40237], [-0.22129, -3.34172, 4.00411], [-0.43826, -1.32893, 2.49870], [-1.76672, -1.46547, 3.19964], [-0.65292, -1.71336, 1.08501], [-0.10282, 0.13815, 2.57369], [5.52412, 2.68804, 3.47624], [5.13239, 1.08574, 2.54471], [6.34286, 2.29253, 1.74767], [9.36695, -0.05024, 5.09044], [9.40940, -1.59035, 4.00282], [9.73584, 0.07637, 3.18482], [8.39931, -1.41669, 2.06734], [6.75113, -0.59918, 1.65006], [6.45243, -2.59072, 4.13842], [7.40726, -3.44459, 2.74261], [5.65149, -3.03870, 0.97612], [4.90968, -3.99418, 2.45721], [4.57388, -0.81298, 1.62919], [3.99513, -1.34239, 3.34487], [2.11978, -1.05065, 1.42084], [3.45602, -3.94495, -1.54205], [4.22182, -4.28476, -0.10951], [2.55681, -0.68488, -0.75729], [-0.71697, -3.34139, -1.93385], [0.46760, -3.25555, -3.24875], [-2.12928, -2.33678, -2.30222], [-1.20559, -5.01984, -1.64532], [-0.24937, -2.95754, -1.02354], [-5.57952, -0.94525, -1.59858], [-4.39496, -0.85942, -2.91348], [-6.99184, 0.05935, -1.96695], [-6.06815, -2.62371, -1.31006], [-5.11193, -0.56140, -0.68827], [-4.52831, 1.15391, -6.15937], [-3.93664, 2.76774, -6.58946], [-5.89657, 0.69813, -7.18878], [-3.22662, -0.04103, -6.28959], [-4.87107, 1.17804, -5.12178], [-7.22481, 4.05863, -2.35482], [-5.81741, 3.81469, -3.40327], [-6.80799, 5.10557, -0.98744], [-8.57452, 4.74482, -3.27496], [-7.53446, 3.08663, -1.96241], [-4.79952, -3.08423, 2.62578], [-6.38251, -3.55370, 3.26866], [-4.20515, -4.30264, 1.48483], [-4.89055, -1.49511, 1.84755], [-4.09488, -3.01983, 3.45884], [-9.33189, 6.93422, 1.95818], [-9.39050, 6.12598, 0.38248], [-10.95855, 7.07381, 2.64669], [-8.26026, 6.06045, 3.06604], [-8.93141, 7.94094, 1.81409], [6.82680, -5.18162, -2.00794], [6.54499, -4.89740, -0.28187], [5.66112, -4.27416, -2.98634], [8.48538, -4.74072, -2.44834], [6.68896, -6.24719, -2.20845], [-4.59152, -1.10192, 5.84333], [-3.18412, -1.34586, 4.79488], [-4.17470, -0.05498, 7.21071], [-5.94123, -0.41573, 4.92319], [-4.90117, -2.07392, 6.23574], [-4.00496, 4.40542, -10.45638], [-4.38863, 6.02274, -9.84272], [-2.25121, 4.19027, -10.58925], [-4.70701, 3.16017, -9.40963], [-4.44094, 4.30307, -11.45342], [-9.39701, 1.13100, 7.04266], [-10.48845, -0.22758, 6.72246], [-7.75716, 0.54705, 7.37351], [-9.39173, 2.25993, 5.67712], [-9.75841, 1.66198, 7.92703], [4.66452, 3.84393, -0.92509], [3.92724, 2.30221, -0.45707], [5.06290, 4.80405, 0.50984], [6.11104, 3.56804, -1.91033], [3.94154, 4.40359, -1.52403], [1.96018, 4.07923, -10.57708], [3.23962, 5.29421, -10.41461], [2.60723, 2.58354, -11.27264], [1.20349, 3.75893, -9.00735], [1.19672, 4.47154, -11.25374]]}

---

{"formula": "C2H3BrN2O", "method": "the ωB97M-V functional and the def2-TZVPD basis", "total_charge": 0, "e_homo_ev": [-8.77, -8.72], "relative_energy_kj_mol": 244.4, "spin_multiplicity": 1, "homo_lumo_gap_ev": [8.47, 7.65], "species": ["C", "C", "N", "N", "O", "Br", "H", "H", "H"], "positions_angstrom": [[-0.11523, 1.24284, -1.14642], [-0.87244, 0.72717, -0.18201], [0.70352, -1.17473, 1.06070], [1.16172, -0.13724, 0.83801], [0.38900, 2.31552, -1.18406], [-1.55472, -0.94936, -0.12403], [0.04040, 0.66083, -2.16787], [-1.35424, 1.48664, 0.48225], [1.16416, -1.87520, 1.55172]]}

---

{"formula": "C7H12", "method": "the ωB97M-V functional and the def2-TZVPD basis", "total_charge": 0, "e_homo_ev": -9.51, "relative_energy_kj_mol": 335.5, "spin_multiplicity": 1, "homo_lumo_gap_ev": 10.23, "species": ["C", "C", "C", "C", "C", "C", "C", "H", "H", "H", "H", "H", "H", "H", "H", "H", "H", "H", "H"], "positions_angstrom": [[2.34404, -1.45139, -0.96183], [1.71225, -0.16341, -0.44611], [0.35798, -0.38453, 0.23073], [-0.29089, 0.90963, 0.72233], [-1.60812, 0.71382, 2.36536], [-1.81552, 0.78171, 1.07819], [-2.89927, 0.76456, 0.03130], [2.51479, -2.16295, -0.14082], [1.69503, -1.94804, -1.69904], [3.31150, -1.26987, -1.44953], [2.39444, 0.32054, 0.26791], [1.58350, 0.53714, -1.28442], [0.48114, -1.08211, 1.07177], [-0.31527, -0.86692, -0.48947], [0.34258, 1.36425, 1.51450], [-0.31846, 1.65468, -0.07414], [-2.72434, -0.08534, -0.64247], [-2.86264, 1.69435, -0.55845], [-3.90272, 0.67386, 0.46418]]}

---

Number 1: DFT total energy -77453.6257 eV, F_max 1.10 eV/Å. Number 2: DFT total energy -501553.6817 eV, F_max 7.75 eV/Å. Number 3: DFT total energy -77188.0471 eV, F_max 7.22 eV/Å. Number 4: DFT total energy -7449.9547 eV, F_max 1.62 eV/Å.